Computed, not measured: a 5-piece molecular cluster, C22H49ClFN2O20P5S overall, with ωB97M-V/def2-TZVPD.

SMILES string	C#CCO[C@@H](F)CO[C@H](CCSc1nnco1)P(O)Cl.COP(=O)(OC)OC.COP(=O)(OC)OC.COP(=O)(OC)OC.COP(=O)(OC)OC
2S+1	1
largest force on an atom	10.29	eV Å⁻¹
calculated total energy	-140038.0081	eV
net charge	0
Kohn-Sham gap	5.503	eV

Element x y z (Å)
C 2.1905 7.5489 2.5329
C 2.6968 6.4611 1.9705
C 2.7278 5.0657 1.1191
O 2.1736 3.9391 1.8452
C 0.7477 3.8124 1.6713
F -0.0218 4.9657 2.1307
C 0.3046 3.3528 0.1663
O -0.7704 2.3830 0.1461
C -2.0778 2.9958 0.3385
C -3.1783 1.8253 0.4811
C -3.7939 1.6332 1.9595
S -4.3825 3.1824 2.7961
C -5.1771 4.3628 1.6247
N -5.5108 5.6790 2.1935
N -6.0575 6.4645 1.1938
C -6.0662 5.6075 0.0232
O -5.5475 4.2739 0.2461
P -2.6201 4.0325 -1.2066
O -1.6746 3.5588 -2.5842
Cl -2.1630 6.0758 -0.8509
H 1.6864 8.4866 2.9898
H 3.8654 4.8357 0.9895
H 2.3159 5.2139 0.0564
H 0.4176 2.9293 2.3608
H 1.2406 2.8222 -0.3036
H 0.1283 4.2959 -0.4682
H -2.0136 3.7216 1.2295
H -3.9927 1.9266 -0.3434
H -2.6239 0.8278 0.2281
H -4.6514 0.8481 1.8990
H -2.9805 1.1588 2.6246
H -6.4704 6.0723 -0.9417
H -2.2209 3.8922 -3.3529
C 1.0570 0.2876 -4.5572
O 2.2055 0.9770 -4.0732
P 2.8368 0.3226 -2.6064
O 3.5028 1.6682 -2.3257
O 3.8506 -0.6546 -3.4601
C 4.6092 -0.1135 -4.5304
O 3.4379 -0.3467 -1.1424
C 4.7410 0.0173 -0.7144
H 0.7351 0.7522 -5.4906
H 1.2979 -0.7629 -4.7446
H 0.2482 0.3572 -3.8259
H 4.8069 0.9544 -4.3965
H 4.0772 -0.2750 -5.4712
H 5.5655 -0.6407 -4.5754
H 4.7250 1.0103 -0.2604
H 5.4539 -0.0118 -1.5406
H 5.0605 -0.6979 0.0470
C 9.7578 -4.0585 2.4055
O 8.4439 -3.8037 1.9180
P 8.3450 -3.7312 0.1961
O 7.0624 -2.9101 0.3053
O 8.0018 -5.3398 0.1365
C 7.0078 -5.8767 0.9953
O 8.3419 -3.6793 -1.5217
C 7.0993 -3.7605 -2.2002
H 9.7247 -4.1047 3.4953
H 10.1272 -5.0126 2.0184
H 10.4291 -3.2512 2.1029
H 6.2554 -5.1315 1.2710
H 7.4817 -6.2731 1.8966
H 6.5092 -6.6974 0.4737
H 6.5863 -2.7970 -2.1643
H 6.4664 -4.5442 -1.7793
H 7.3008 -3.9989 -3.2471
C -6.7060 3.5809 5.2333
O -7.0800 2.2110 5.1131
P -7.1312 1.3710 6.6198
O -6.9584 0.0433 5.8846
O -8.7267 1.7380 6.7898
C -9.6142 1.5252 5.7035
O -7.1473 0.6202 8.1655
C -7.7938 -0.6342 8.3033
H -6.7161 4.0357 4.2416
H -7.4135 4.1115 5.8773
H -5.6985 3.6541 5.6497
H -9.2688 0.7268 5.0396
H -9.7252 2.4533 5.1375
H -10.5903 1.2437 6.1067
H -7.1560 -1.4315 7.9161
H -8.7610 -0.6412 7.7971
H -7.9555 -0.8160 9.3682
C 1.5075 -4.6983 -3.0373
O 0.1997 -4.4462 -3.5442
P 0.1237 -4.3855 -5.2678
O -1.1587 -3.5638 -5.1548
O -0.2227 -5.9933 -5.3271
C -1.2150 -6.5288 -4.4654
O 0.0863 -4.3209 -6.9847
C -1.1697 -4.3958 -7.6390
H 1.4600 -4.7370 -1.9478
H 1.8814 -5.6553 -3.4129
H 2.1834 -3.8934 -3.3365
H -1.9652 -5.7825 -4.1870
H -0.7390 -6.9267 -3.5659
H -1.7167 -7.3483 -4.9860
H -1.6805 -3.4322 -7.5858
H -1.7949 -5.1819 -7.2115
H -0.9893 -4.6265 -8.6914